C2H7NS | the ωB97M-V functional and the def2-TZVPD basis

XYZ file:
```
11
Properties=species:S:1:pos:R:3:forces:R:3
N 1.59743 0.22304 0.57639 0.14 -0.08 0.26
C 0.44536 -0.53298 0.09492 -0.05 0.09 -0.07
C -0.71513 0.40621 -0.16109 -0.14 0.11 1.09
S -2.10103 -0.49900 -0.91838 0.07 0.36 -0.29
H 1.36570 0.76052 1.40522 -0.13 0.00 -0.03
H 2.33264 -0.40986 0.87125 0.04 0.02 -0.14
H 0.08297 -1.30872 0.78886 0.21 -0.04 -0.16
H 0.71472 -1.00198 -0.84913 0.08 -0.18 0.01
H -1.08844 0.74504 0.81073 0.00 0.00 0.00
H -0.37301 1.32282 -0.63444 -0.20 -0.20 -0.67
H -2.26120 0.29492 -1.98433 0.00 -0.07 -0.01
```
Forces are in eV/Å.

Calculated values
M ... 77.152 u
DFT total energy ... -14512.548 eV
Charge ... 0
SMILES string ... NCCS
Highest occupied orbital energy ... -9.095 eV
ΔE to the lowest compared entry with this formula, charge and spin ... 2.6 kcal per mole
2S+1 ... 1
LUMO ... 1.04 eV